No. 1
This record from OMol25 describes a 2-piece molecular cluster, C4H10OS overall at a distorted geometry. The level of theory is ωB97M-V with the def2-TZVPD basis set.

Properties
**E_LUMO**: 0.02844 Ha
**Energy**: -631.8135 Ha
**F_max**: 2.2 eV/A
**Highest occupied orbital energy**: -8.553 eV
**Structure (SMILES)**: C1CCSC1.O
**ΔE to the lowest compared entry with this formula, charge and spin**: 29.38 kJ/mol

Element x y z (Å)
S  -1.365  0.456  -0.210
C  -0.313  -0.966  0.143
C  0.028  1.553  0.301
C  0.886  -0.575  0.971
C  0.726  0.849  1.473
H  -1.069  -1.676  0.531
H  0.022  -1.339  -0.844
H  0.649  1.633  -0.611
H  -0.371  2.561  0.526
H  1.030  -1.309  1.787
H  1.793  -0.596  0.336
H  1.714  1.266  1.747
H  0.154  0.697  2.408
O  -1.607  -1.041  -3.018
H  -0.821  -1.442  -2.582
H  -1.456  -0.070  -2.958

Löwdin atomic charge list, values in e, 4 entries:
1. S 0.84
2. C -0.50
3. C -0.46
4. C -0.28


No. 2
This record from OMol25 describes a 2-piece molecular cluster, C4H7F3NO overall at a distorted geometry. The level of theory is ωB97M-V with the def2-TZVPD basis set.

Properties
**E_LUMO (spin up / spin down)**: 0.14974 / 0.14973 Ha
**Net charge**: -1
**Energy**: -586.1102 Ha
**F_max**: 4.2 eV/A
**Highest occupied orbital energy (spin up / spin down)**: -2.188 / -2.189 eV

Element x y z (Å)
C  -0.160  -0.676  -1.078
C  0.224  0.657  1.185
C  -0.733  -0.038  0.184
C  -1.211  1.835  -1.180
N  -1.798  -0.635  0.689
O  -2.205  -0.305  1.925
F  -1.860  1.341  -2.247
F  -1.878  2.964  -0.845
F  0.085  2.247  -1.553
H  0.977  -0.654  -1.020
H  -0.606  -0.262  -1.988
H  -0.560  -1.640  -1.123
H  0.181  0.014  2.077
H  -0.209  1.588  1.453
H  1.195  0.835  0.744
H  -2.379  -1.232  0.159

Löwdin atomic charge list, values in e, 4 entries:
1. C -0.07
2. C -0.05
3. C -0.36
4. C -0.52